(1)
{
  "formula": "C4H10S2",
  "method": "ωB97M-V/def2-TZVPD",
  "symbols": ["C", "C", "C", "S", "S", "C", "H", "H", "H", "H", "H", "H", "H", "H", "H", "H"],
  "coordinates": [[-0.281, 1.143, 0.601], [-0.698, 0.361, 1.832], [-1.049, 0.893, -0.746], [-1.525, -0.838, -0.656], [2.364, -0.082, -1.450], [1.555, -1.683, -1.269], [0.752, 0.827, 0.332], [-0.309, 2.261, 0.836], [-1.692, 0.756, 2.393], [0.005, 0.248, 2.574], [-0.919, -0.676, 1.464], [-0.333, 1.211, -1.528], [-2.032, 1.553, -0.733], [2.253, -2.623, -1.295], [0.790, -1.699, -2.089], [1.119, -1.653, -0.267]],
  "forces_ev_per_angstrom": [[0.979, 1.557, 0.052], [-4.396, -0.093, -0.632], [-2.064, 0.292, 2.513], [0.166, 0.413, -1.505], [-0.125, -0.808, -0.177], [0.893, 0.268, 0.243], [-0.432, 0.486, 0.473], [0.350, -1.345, -0.452], [2.126, -0.799, -1.516], [1.945, 0.184, 1.511], [-0.018, 0.672, 0.722], [-0.101, -0.444, -0.418], [1.931, -1.317, -0.682], [-1.192, 1.744, -0.392], [0.171, -0.422, 0.497], [-0.232, -0.388, -0.236]],
  "lowdin_charge": [-0.37, -0.18, -0.60, 0.69, 0.54, -0.61, 0.02, 0.12, 0.13, 0.03, -0.01, 0.06, 0.10, 0.09, 0.02, -0.02],
  "orbital_gap_ev": 4.10,
  "e_homo_ev": -8.123,
  "e_lumo_ha": -0.1480,
  "e_above_lowest_kcal_mol": 138.8
}

***

(2)
{
  "formula": "C10H13N4O",
  "method": "ωB97M-V/def2-TZVPD",
  "symbols": ["C", "C", "C", "C", "C", "C", "C", "C", "C", "C", "N", "N", "N", "N", "O", "H", "H", "H", "H", "H", "H", "H", "H", "H", "H", "H", "H", "H"],
  "coordinates": [[-4.348, -1.584, -0.032], [-4.217, -0.487, -0.989], [-3.247, -1.842, 0.836], [-3.067, 0.312, -0.868], [-2.112, -0.975, 0.920], [-2.042, 0.093, 0.044], [-1.280, 2.257, 0.352], [-0.107, 3.232, 0.369], [5.317, -0.779, -0.516], [3.962, -0.503, -0.029], [2.948, -1.286, -0.016], [-1.075, 1.013, 0.204], [0.925, 2.573, 0.083], [1.511, 1.651, -0.188], [1.688, -1.101, 0.418], [-5.113, -2.355, -0.136], [-4.968, -0.226, -1.841], [-3.261, -2.667, 1.570], [-2.772, 1.105, -1.581], [-1.499, -0.933, 1.838], [-2.216, 2.697, 0.356], [-0.255, 4.116, 0.893], [5.585, 0.166, -1.008], [6.036, -0.987, 0.236], [5.317, -1.628, -1.259], [3.778, 0.617, 0.204], [1.545, -0.184, 0.520], [2.966, -2.292, -0.380]],
  "forces_ev_per_angstrom": [[1.956, 0.543, -1.360], [-0.128, -0.443, 0.392], [-0.022, 0.912, 0.176], [-0.230, 0.103, -1.571], [-1.586, -0.475, 0.616], [-2.294, -1.344, 0.825], [2.661, -0.883, -0.847], [-3.137, -1.922, -0.036], [-0.738, -0.796, -2.351], [-1.265, 2.544, 0.579], [0.584, -2.409, -0.887], [2.475, 2.209, 0.322], [0.855, 0.194, 0.543], [1.067, -0.598, -0.541], [0.459, -1.893, -0.147], [-0.054, 0.556, 0.175], [1.309, -0.780, 1.920], [-0.330, 0.415, -0.591], [-0.981, -0.354, 0.191], [0.015, -0.616, -0.840], [-2.104, 0.869, 0.318], [0.661, 1.679, 0.351], [0.357, -0.474, -0.080], [0.496, -0.117, 0.990], [0.146, 0.891, 0.746], [-0.102, -2.177, 0.207], [-0.583, 2.597, 0.189], [0.514, 1.771, 0.712]],
  "lowdin_charge": [-0.06, -0.05, -0.07, -0.06, -0.04, -0.36, -0.07, -0.05, -0.02, -0.06, 0.03, 0.08, -0.10, 0.22, 0.08, 0.10, 0.14, 0.10, 0.12, 0.12, 0.11, 0.10, 0.11, 0.09, 0.12, 0.17, 0.03, 0.24],
  "charge": 1,
  "orbital_gap_ev": 6.78,
  "e_homo_ev": -10.964,
  "e_lumo_ha": -0.1537,
  "e_above_lowest_kcal_mol": 121.3
}

***

(3)
{
  "formula": "CH6NS",
  "method": "ωB97M-V/def2-TZVPD",
  "symbols": ["N", "H", "H", "H", "C", "S", "H", "H", "H"],
  "coordinates": [[0.619, 0.849, -2.067], [0.904, -0.102, -1.880], [-0.150, 0.675, -2.718], [0.281, 1.327, -1.267], [-0.210, -0.673, 1.669], [-1.567, 0.313, 0.828], [-0.412, -1.728, 1.520], [0.737, -0.356, 1.227], [-0.203, -0.306, 2.689]],
  "forces_ev_per_angstrom": [[0.529, -0.595, -2.326], [0.124, 0.152, 0.840], [0.007, 0.589, 0.467], [-0.667, -0.194, 1.027], [-0.695, 1.485, -0.842], [0.226, -0.231, 0.086], [0.263, -0.163, 0.392], [0.143, -0.412, -0.059], [0.070, -0.630, 0.415]],
  "lowdin_charge": [-0.01, -0.01, 0.00, -0.07, -0.70, -0.09, -0.03, -0.04, -0.04],
  "charge": -1,
  "orbital_gap_ev": 6.60,
  "e_homo_ev": -2.117,
  "e_lumo_ha": 0.1649,
  "e_above_lowest_kcal_mol": 7.3
}

***

(4)
{
  "formula": "C4H6ClFS2",
  "method": "ωB97M-V/def2-TZVPD",
  "symbols": ["F", "C", "C", "S", "C", "S", "C", "Cl", "H", "H", "H", "H", "H", "H"],
  "coordinates": [[-1.006, -0.693, 1.622], [-0.268, -1.310, 0.601], [0.405, -0.316, -0.298], [1.860, -0.839, -1.158], [-0.313, 0.795, -0.985], [-2.271, 0.897, -1.033], [0.258, 1.147, 0.325], [1.535, 2.116, 0.371], [-0.832, -2.042, -0.025], [0.451, -1.865, 1.123], [2.707, -0.675, -0.019], [0.243, 1.265, -1.906], [-2.432, 0.302, 0.089], [-0.337, 1.218, 1.293]],
  "forces_ev_per_angstrom": [[-0.553, -0.607, -0.619], [-0.715, -0.480, -1.036], [-0.358, 1.471, 0.902], [1.202, 0.100, 1.898], [-2.332, 1.221, -1.184], [2.271, 0.623, -2.176], [-2.445, -2.816, 0.624], [4.044, 3.122, 0.225], [-0.386, 0.673, 0.785], [1.302, -0.799, 0.570], [-0.864, -0.312, -1.539], [-1.543, -1.004, 1.841], [-0.133, -0.834, 1.658], [0.510, -0.359, -1.949]],
  "lowdin_charge": [-0.08, -0.20, -0.81, 0.79, -0.56, 0.72, -0.85, 0.76, 0.14, 0.10, -0.06, 0.14, -0.22, 0.13],
  "orbital_gap_ev": 9.63,
  "e_homo_ev": -9.067,
  "smiles": "FC[C@@]1(S)[C@@H](S)[C@@H]1Cl",
  "e_lumo_ha": 0.0205,
  "e_above_lowest_kcal_mol": 45.4
}